(P)
ORCA calculation (the ωB97M-V functional and the def2-TZVPD basis) on 2 unconnected molecules or ions with the total composition CH4N2P2.

Last column: Löwdin charge in e.
Geometry (Å):
C (-1.61, -0.63, 0.39)  -1.125
N (-2.00, -1.81, 0.73)  0.009
N (0.68, 0.92, 0.70)  -0.295
P (-2.35, 0.52, -0.75)  0.681
P (-1.00, 0.91, 1.05)  0.607
H (-1.63, -2.12, 1.69)  0.067
H (0.92, 0.63, -0.25)  -0.060
H (0.99, 1.89, 0.86)  0.014
H (-0.01, -0.07, -1.62)  0.103

Output
- total charge = 0
- Kohn-Sham gap (spin up / spin down) (eV) = 7.490 / 7.087

=====

(Q)
ORCA calculation (the ωB97M-V functional and the def2-TZVPD basis) on 2 unconnected molecules or ions with the total composition CH4N2P2.

Last column: Löwdin charge in e.
Geometry (Å):
C (0.09, -0.99, -0.13)  -1.070
N (0.99, 0.08, -0.30)  -0.302
N (-0.79, -1.10, 1.01)  -0.332
P (1.82, -1.38, 0.00)  0.838
P (-1.69, -1.31, -0.37)  0.812
H (1.08, 0.51, -1.31)  0.109
H (-0.99, -0.34, 1.68)  0.085
H (1.74, -1.08, 1.33)  -0.102
H (-2.79, 0.87, -1.70)  -0.039

Output
- total charge = 0
- Kohn-Sham gap (spin up / spin down) (eV) = 7.366 / 8.896

=====

The winner here is (P), beating the second structure by 33.6 kcal/mol.